1.
Molecular formula: C2H8BN
Method: DFT, the ωB97M-V functional and the def2-TZVPD basis

The geometry in XYZ format:
```
12
C2H8BN the ωB97M-V functional and the def2-TZVPD basis
H -1.191 1.785 0.381
H -1.775 -1.290 -0.670
H 2.420 -0.415 0.251
N -1.771 -0.582 -0.020
H 1.157 1.509 -0.758
H 0.825 -1.273 0.462
H -2.351 -0.653 0.786
C 1.279 -0.312 0.455
C 0.554 0.556 -0.689
B -0.900 0.692 -0.062
H 0.540 -0.109 -1.562
H 1.214 0.092 1.427
```

Results
* total charge: 0
* frontier orbital gap: 10.63 eV
* E_LUMO: 0.83 eV



2.
Molecular formula: C14H13LiN4O2
Method: DFT, the ωB97M-V functional and the def2-TZVPD basis

The geometry in XYZ format:
```
34
C14H13LiN4O2 the ωB97M-V functional and the def2-TZVPD basis
C 3.793 -1.372 -1.566
N 0.615 -1.385 1.295
H 3.796 -1.412 -2.639
H 5.913 -1.360 -0.878
H -4.285 1.323 -0.947
N 2.154 -1.219 2.839
H -4.491 -0.512 -0.396
C -3.269 1.764 -0.905
C 0.935 -1.167 3.486
O 0.202 0.725 -1.392
C -3.055 3.143 -0.673
Li 0.247 -1.003 -0.816
H 0.351 3.310 -0.744
C -0.804 1.464 -1.144
H 3.076 -1.121 3.273
C -0.641 2.882 -0.811
H -4.381 -0.396 -2.075
H -1.616 4.759 -0.624
C 4.861 -1.355 -0.714
H -3.869 3.869 -0.567
H -4.001 -1.989 -1.342
C -2.429 -0.525 -1.172
O -1.573 -1.422 -1.137
C -2.176 0.926 -1.098
C -0.007 -1.255 2.492
N 4.294 -1.431 0.569
H 4.790 -1.491 1.451
C 1.928 -1.384 1.512
H -1.094 -1.271 2.509
N 2.601 -1.421 -0.859
C -1.761 3.691 -0.696
C -3.902 -0.928 -1.239
C 2.944 -1.430 0.452
H 0.854 -1.005 4.556
```

Results
* total charge: 0
* frontier orbital gap: 6.61 eV
* E_LUMO: -0.01 eV



3.
Molecular formula: C6H9NO
Method: DFT, the ωB97M-V functional and the def2-TZVPD basis

The geometry in XYZ format:
```
17
C6H9NO the ωB97M-V functional and the def2-TZVPD basis
C -1.185 0.072 -1.158
H 1.083 -1.648 2.485
H 0.788 -2.354 -0.309
O 0.471 -1.875 1.850
C 0.027 2.391 1.106
H 1.865 -0.008 0.221
H 0.021 -0.960 1.826
H 0.079 2.913 -0.977
H -2.172 0.499 -1.408
H 0.279 3.384 1.489
C 0.120 2.138 -0.212
N -0.811 -1.293 -1.171
H 0.136 1.663 2.016
C 0.916 -0.197 -0.276
H -1.328 -2.083 -1.521
C -0.108 0.793 -0.616
C 0.424 -1.423 -0.583
```

Results
* total charge: 0
* frontier orbital gap: 8.83 eV
* E_LUMO: 0.85 eV



4.
Molecular formula: C3H12N4O
Method: DFT, the ωB97M-V functional and the def2-TZVPD basis

The geometry in XYZ format:
```
20
C3H12N4O the ωB97M-V functional and the def2-TZVPD basis
O 0.305 -1.106 0.389
H 0.419 2.793 0.932
H -2.025 0.066 -1.310
H -2.758 -1.509 1.255
N -0.134 1.212 -0.333
H 2.720 -0.242 0.656
H -3.839 -0.132 0.897
H 0.365 0.567 -0.974
N -0.914 0.358 0.395
C -3.093 -0.828 0.342
H 1.588 2.117 -0.045
N 1.196 -0.904 -0.614
H 1.114 1.357 1.546
C 0.732 1.886 0.588
H 1.166 -1.644 -1.305
C 2.623 -0.746 -0.300
N -2.044 -0.075 -0.283
H -3.564 -1.366 -0.405
H 3.113 -1.762 -0.360
H 3.027 -0.041 -1.071
```

Results
* total charge: 0
* frontier orbital gap (spin up / spin down): 8.84 / 8.83 eV
* E_LUMO (spin up / spin down): 1.15 / 1.15 eV



5.
Molecular formula: C3H10N2O2
Method: DFT, the ωB97M-V functional and the def2-TZVPD basis

The geometry in XYZ format:
```
17
C3H10N2O2 the ωB97M-V functional and the def2-TZVPD basis
O -1.512 1.161 1.322
H 2.651 -0.742 -0.745
C -0.110 -0.993 1.182
H -2.848 1.162 -1.115
N 1.334 -0.895 1.080
C -1.749 1.111 -1.535
H -0.340 -1.119 2.277
N -1.010 0.167 -0.681
C -0.920 0.204 0.760
H -0.299 -1.759 0.388
H 1.775 -1.797 1.337
H -1.363 2.177 -1.488
O 3.103 -0.473 -1.521
H -0.290 -0.316 -1.176
H -1.857 0.665 -2.528
H 2.609 -0.445 -2.311
H 1.649 -0.164 1.717
```

Results
* total charge: 0
* frontier orbital gap: 10.06 eV
* E_LUMO: 0.50 eV



6.
Molecular formula: C14H23BN6Sn
Method: DFT, the ωB97M-V functional and the def2-TZVPD basis

The geometry in XYZ format:
```
45
C14H23BN6Sn the ωB97M-V functional and the def2-TZVPD basis
N -2.982 -0.913 -0.588
Sn 0.082 -0.817 0.611
N -2.465 1.288 -2.046
H -1.690 2.676 -4.941
H 2.559 3.749 -1.811
N -2.473 1.273 0.570
H 3.734 2.502 -2.161
N -1.293 0.855 1.153
C -1.067 1.623 2.249
H 3.671 3.183 -0.553
H 0.581 -0.973 3.324
H 2.912 -3.830 3.570
H 2.365 2.122 -1.132
H -0.184 1.536 2.867
C -2.138 2.505 2.386
C -3.446 -3.084 -0.484
C 1.647 -2.640 2.266
H 0.381 1.566 -3.490
C -3.957 -1.832 -0.749
C -1.760 2.179 -3.975
H 3.262 -1.146 2.008
H -3.967 -4.034 -0.542
C -3.003 2.239 1.344
H -4.956 -1.523 -1.042
H -2.253 3.249 3.155
H 1.262 -3.501 4.184
N -1.850 -1.579 -0.149
H -0.499 -2.332 2.863
C -2.118 -2.909 -0.127
H -3.965 2.673 1.093
C 2.118 -3.086 3.641
H 1.303 -3.514 1.679
H 3.583 -2.742 1.292
C -2.891 1.927 -3.180
H -4.293 0.938 -0.777
N -1.113 1.180 -2.078
H 2.544 -1.626 0.454
C 0.387 -1.745 2.556
C 3.092 2.881 -1.425
C -0.684 1.650 -3.246
H 2.478 -2.198 4.176
B -3.124 0.654 -0.726
H -3.937 2.151 -3.333
C 2.802 -1.988 1.470
H -1.363 -3.654 0.115
```

Results
* total charge: +2
* frontier orbital gap (spin up / spin down): 3.46 / 2.86 eV
* E_LUMO (spin up / spin down): -11.22 / -11.52 eV



7.
Molecular formula: C18H45O15P3
Method: DFT, the ωB97M-V functional and the def2-TZVPD basis

The geometry in XYZ format:
```
81
C18H45O15P3 the ωB97M-V functional and the def2-TZVPD basis
C 21.381 32.383 39.057
H 22.017 38.545 36.551
H 17.329 35.784 37.732
O 19.733 39.482 37.372
H 18.978 42.233 39.882
C 20.398 36.561 38.738
O 19.781 39.093 32.939
C 18.781 41.149 39.764
H 17.471 38.801 43.344
H 17.775 30.865 35.610
O 21.036 40.378 34.712
H 14.794 39.396 43.449
H 26.482 37.293 38.453
H 19.683 36.641 33.639
H 24.911 36.927 38.860
H 24.630 33.910 38.678
H 20.703 41.591 32.888
H 17.067 41.616 34.753
H 16.682 38.753 37.563
O 20.064 37.857 39.288
H 20.018 32.011 34.732
H 13.765 39.691 41.638
H 18.250 37.219 34.472
O 26.877 35.120 36.935
H 25.142 33.434 36.926
O 20.144 33.525 36.190
H 21.782 42.192 34.246
H 18.335 29.566 36.471
H 21.175 36.178 39.265
C 18.075 30.547 36.568
H 23.824 34.785 37.469
O 20.283 33.148 38.710
H 20.448 33.409 34.070
H 17.806 38.009 41.884
H 21.492 32.531 40.166
H 15.997 35.562 38.875
P 19.346 32.802 37.354
H 18.071 40.949 40.574
O 20.010 37.972 35.033
O 19.302 31.201 37.015
O 14.566 36.555 36.905
C 25.906 36.552 38.777
H 17.191 30.880 37.240
H 20.748 36.751 37.666
C 15.701 36.963 37.133
C 21.562 41.267 33.670
H 14.069 38.179 42.739
H 16.504 37.360 43.256
H 19.685 35.829 38.738
H 22.375 40.821 33.182
C 16.912 38.253 42.535
H 18.445 41.403 33.435
C 16.476 36.225 38.191
C 19.274 36.862 34.545
C 24.808 34.377 37.645
C 14.465 39.068 42.505
O 21.992 39.464 38.364
O 19.994 40.522 39.709
P 19.851 39.379 34.377
H 22.289 32.832 38.508
H 23.588 39.097 37.421
C 18.138 41.339 34.467
H 26.316 36.407 39.673
P 20.374 39.355 38.574
O 17.988 33.374 37.418
O 18.404 39.992 34.689
H 22.217 39.975 36.536
C 20.056 33.096 34.877
H 18.966 42.088 34.822
C 16.410 38.311 36.763
H 19.108 33.254 34.574
C 22.649 39.278 37.229
H 19.464 35.876 35.171
C 15.806 38.879 41.618
H 17.417 38.226 36.311
C 25.982 35.268 37.730
H 21.201 31.321 38.700
H 16.964 37.095 38.992
O 16.001 39.270 40.494
H 15.811 38.776 35.931
H 18.195 40.895 38.879
```

Results
* total charge: 0
* frontier orbital gap: 9.23 eV
* E_LUMO: 0.40 eV



8.
Molecular formula: C4H4ClO3P
Method: DFT, the ωB97M-V functional and the def2-TZVPD basis

The geometry in XYZ format:
```
13
C4H4ClO3P the ωB97M-V functional and the def2-TZVPD basis
H 0.024 2.083 0.130
C 0.106 1.101 -0.360
C -1.351 0.649 -0.538
Cl 2.309 -2.310 -0.117
H 1.107 0.302 1.354
P -2.208 -0.887 0.249
C 1.000 0.132 0.313
O -1.975 -0.804 1.693
O -0.186 -1.920 -0.273
C 0.835 -1.308 0.019
H 2.030 0.396 0.098
H 0.483 1.249 -1.436
O -2.175 1.315 -1.131
```

Results
* total charge: 0
* frontier orbital gap: 8.36 eV
* E_LUMO: -0.33 eV



Values of DFT total energy, in order: -160.602606, -918.420767, -363.935549, -415.535240, -380.262999, -1114.280960, -2865.344939, -1182.062685, all in Eh.